104
Properties=species:S:1:pos:R:3:lowdin_charge:R:1 method="wB97M-V/def2-TZVPD" e_above_lowest_kcal_mol=39.2 e_tot_ha=-3100.72539 e_homo_ha=-0.27738 spin_multiplicity=1 fmax_ev_per_a=15.7 gap_ev=7.63
C 37.7460 37.4630 34.4780 0.00
C 36.0750 37.3290 34.5520 -0.12
N 35.4780 36.1380 35.0490 0.00
C 35.3700 34.8490 34.3780 0.07
C 34.9750 33.9420 35.3880 0.01
N 34.9750 34.6870 36.5830 -0.02
C 35.3650 35.9240 36.3470 -0.03
C 34.7590 34.0540 37.9570 0.05
H 38.1080 36.5580 34.0200 0.03
H 38.2820 37.3870 35.4580 0.08
H 38.2690 38.1350 33.9700 0.01
H 35.7500 37.4890 33.5950 0.08
H 35.9430 38.3150 35.0580 0.08
H 35.5350 34.7160 33.3470 0.11
H 34.5780 32.9950 35.2830 0.11
H 35.4730 36.6870 37.1550 0.18
H 35.4980 34.1760 38.6750 0.05
H 34.6040 32.9500 37.9390 0.12
H 33.9830 34.5310 38.4360 0.05
Cl 35.3820 40.7470 36.4880 -0.26
C 32.2320 34.7710 33.8020 0.00
C 32.4110 34.5340 32.2810 0.06
C 32.4410 35.7310 31.4050 -0.35
C 32.4560 36.9640 32.1120 -0.02
C 32.1850 37.1000 33.4920 -0.01
C 32.1520 36.0030 34.3660 -0.33
O 31.8850 36.1620 35.7030 0.06
O 32.6260 35.7490 30.0920 0.04
H 32.1080 33.9800 34.1190 -0.04
H 32.5460 33.4530 31.9490 0.11
H 32.7350 37.8710 31.4930 0.13
H 32.1000 38.1450 33.8260 0.13
H 31.7920 36.9680 36.1290 0.04
H 32.6510 34.9840 29.4750 0.14
C 35.7590 39.2260 40.2280 0.00
C 35.5660 39.1360 41.7800 0.05
C 36.1920 38.0070 42.4110 -0.36
C 36.8370 37.0420 41.5550 -0.04
C 36.9590 37.1530 40.1720 -0.03
C 36.4220 38.2860 39.5350 -0.34
O 36.7970 38.5740 38.1600 -0.12
O 36.0710 37.8530 43.7390 0.09
H 35.3440 40.1840 39.7240 0.13
H 35.2410 40.0590 42.3960 0.13
H 37.0890 36.0520 42.0890 0.13
H 37.6930 36.4990 39.6800 0.09
H 36.2670 39.4340 37.8600 -0.06
H 35.6430 38.4900 44.1290 0.01
C 37.9030 32.0260 40.2700 0.02
C 38.8160 33.0750 40.6560 -0.02
C 39.0060 34.0970 39.7630 -0.29
C 38.5440 34.0890 38.4150 -0.01
C 37.7510 33.0350 37.9440 -0.05
C 37.4380 31.9900 38.8590 -0.21
O 36.5520 30.8930 38.5220 0.01
O 39.8310 35.2260 40.0460 0.08
H 37.5460 31.1130 40.7710 0.11
H 39.2060 33.4250 41.6960 0.15
H 38.7880 34.8550 37.6170 0.14
H 37.5450 33.0640 36.9380 0.06
H 36.4990 30.2230 39.1380 0.04
H 40.0650 35.4880 40.7990 -0.03
C 38.0040 32.0340 34.0850 -0.02
C 37.0620 32.1760 32.9370 -0.05
C 37.3430 33.1410 31.9880 -0.48
C 38.4670 33.9240 32.1070 0.01
C 39.2780 33.8380 33.2870 0.02
C 39.1200 32.8240 34.2740 -0.41
O 40.1000 32.5640 35.1070 0.05
O 36.5930 33.3490 30.9360 0.04
H 37.4510 31.2580 34.8580 0.16
H 36.1780 31.3270 32.8770 0.16
H 38.7350 34.7880 31.7040 0.07
H 40.0190 34.6040 33.4390 0.11
H 40.4780 33.2700 35.6870 0.14
H 36.1270 32.3960 30.9440 0.18
C 33.2660 36.0150 42.6600 0.03
C 33.4880 34.9740 41.6630 0.02
C 32.4230 34.0250 41.5640 -0.39
C 31.2540 34.0630 42.2720 -0.06
C 30.9690 35.1000 43.2190 0.00
C 32.0290 36.0970 43.4110 -0.37
O 31.8680 36.9690 44.3470 0.06
O 32.5470 33.0980 40.5920 0.00
H 34.1980 36.5410 42.7950 0.07
H 34.5210 34.8470 41.1230 0.14
H 30.4150 33.3540 42.2530 0.11
H 30.0430 35.1340 43.8710 0.13
H 31.3030 36.5850 45.0600 0.14
H 31.7520 32.5010 40.6350 0.13
C 31.0050 40.4690 39.7520 0.01
C 31.9230 40.0470 38.5090 0.01
C 32.3570 38.7830 38.2370 -0.40
C 31.7850 37.8190 39.2030 -0.03
C 30.9690 38.1090 40.2600 -0.01
C 30.4940 39.5010 40.5220 -0.40
O 29.6590 39.7650 41.4930 0.06
O 33.1790 38.4360 37.2740 -0.01
H 30.6290 41.5620 39.6290 0.13
H 32.4860 40.8070 38.1670 0.04
H 31.9860 36.7150 39.0500 0.12
H 30.5410 37.2250 40.8170 0.12
H 29.5550 40.6860 41.7240 0.11
H 33.6140 39.3160 37.0320 0.01

***

89
Properties=species:S:1:pos:R:3:lowdin_charge:R:1 method="wB97M-V/def2-TZVPD" e_above_lowest_kcal_mol=0.0 e_tot_ha=-7924.86901 e_homo_ha=-0.40424 spin_multiplicity=1 fmax_ev_per_a=0.4 charge=+1 gap_ev=7.29
W 1.5101 0.2998 0.5290 1.08
N 2.5412 0.8784 2.5524 -0.10
N 2.0219 1.9291 3.3307 -0.01
C 1.3365 2.8947 2.7150 -0.75
N 1.0019 3.9779 3.4141 0.14
S 0.9102 2.7618 1.0860 0.80
H 2.4512 0.0141 3.0793 0.09
H 3.5492 1.0388 2.3690 0.06
H 2.4278 2.0722 4.2450 0.17
H 1.3382 4.1469 4.3476 0.13
H 0.4778 4.7068 2.9601 0.12
S 1.6608 -3.0988 -2.6076 0.81
C 1.3345 -1.9601 -1.5913 -0.92
N 1.0450 -1.0879 -0.8222 -0.23
O 5.2599 0.1329 -0.9151 -0.30
S 4.4531 0.4129 0.2239 0.20
O 3.2391 1.2964 -0.1554 -0.62
O 5.0891 1.0091 1.3816 -0.36
S 3.3865 -1.2526 0.8559 0.50
C -4.1397 1.8911 -2.0562 -0.06
C -3.5745 1.4266 -0.8797 -0.07
C -2.1965 1.2914 -0.7788 -0.11
C -1.3854 1.6225 -1.8546 -0.37
C -1.9538 2.1100 -3.0322 -0.12
C -3.3296 2.2348 -3.1322 -0.06
As 0.5293 1.5362 -1.6943 1.29
C 1.1974 0.6232 -3.2587 -0.36
C 2.5744 0.4950 -3.4286 -0.11
C 3.0716 -0.1611 -4.5432 -0.06
C 2.2024 -0.6966 -5.4837 -0.08
C 0.8330 -0.6002 -5.2943 -0.08
C 0.3258 0.0504 -4.1775 -0.11
C 1.0641 3.3849 -1.9327 -0.40
C 2.4083 3.6988 -2.1179 -0.10
C 2.7954 5.0228 -2.2514 -0.06
C 1.8491 6.0368 -2.1918 -0.07
C 0.5121 5.7257 -1.9956 -0.07
C 0.1169 4.4018 -1.8621 -0.12
H -5.2142 1.9912 -2.1375 0.11
H -4.2025 1.1558 -0.0417 0.11
H -1.7555 0.9209 0.1372 0.06
H -1.3261 2.4026 -3.8653 0.12
H -3.7692 2.6081 -4.0476 0.11
H 3.2701 0.8688 -2.6885 0.08
H 4.1416 -0.2624 -4.6658 0.12
H 2.5941 -1.2068 -6.3536 0.11
H 0.1519 -1.0397 -6.0112 0.11
H -0.7447 0.0952 -4.0294 0.09
H 3.1604 2.9244 -2.1444 0.09
H 3.8401 5.2610 -2.4013 0.11
H 2.1549 7.0691 -2.2996 0.11
H -0.2294 6.5125 -1.9497 0.11
H -0.9285 4.1722 -1.7033 0.10
C 0.0521 -0.0210 1.6518 -0.41
Ge -0.8563 -1.8582 1.6486 0.97
C -2.3248 -1.9077 0.3720 -0.27
C -3.6263 -1.8272 0.8696 -0.10
C -4.7198 -1.8858 0.0149 -0.08
C -4.5271 -2.0280 -1.3506 -0.08
C -3.2386 -2.1215 -1.8584 -0.07
C -2.1473 -2.0642 -1.0051 -0.11
C 0.4060 -3.3131 1.4807 -0.32
C 0.2284 -4.3171 0.5333 -0.11
C 1.1134 -5.3854 0.4658 -0.07
C 2.1783 -5.4628 1.3495 -0.07
C 2.3562 -4.4767 2.3115 -0.08
C 1.4711 -3.4125 2.3778 -0.18
C -1.5554 -1.8290 3.4731 -0.29
C -1.3893 -2.9360 4.3038 -0.09
C -1.9103 -2.9404 5.5920 -0.07
C -2.6071 -1.8389 6.0644 -0.08
C -2.7881 -0.7315 5.2458 -0.08
C -2.2634 -0.7293 3.9620 -0.14
H -0.3984 0.5011 2.4942 -0.01
H -3.7974 -1.7317 1.9354 0.09
H -5.7221 -1.8296 0.4200 0.11
H -5.3785 -2.0792 -2.0171 0.11
H -3.0808 -2.2490 -2.9220 0.11
H -1.1566 -2.1489 -1.4269 0.06
H -0.6038 -4.2722 -0.1599 0.10
H 0.9704 -6.1557 -0.2807 0.11
H 2.8687 -6.2941 1.2944 0.11
H 3.1816 -4.5408 3.0086 0.11
H 1.6064 -2.6577 3.1470 0.09
H -0.8527 -3.8070 3.9461 0.10
H -1.7736 -3.8079 6.2244 0.11
H -3.0149 -1.8437 7.0667 0.11
H -3.3443 0.1245 5.6060 0.11
H -2.4332 0.1387 3.3307 0.10

***

51
Properties=species:S:1:pos:R:3:lowdin_charge:R:1 method="wB97M-V/def2-TZVPD" e_above_lowest_kcal_mol=12.5 e_tot_ha=-997.02392 e_homo_ha=-0.36233 spin_multiplicity=1 fmax_ev_per_a=2.0 charge=+1 gap_ev=5.15
C -6.0817 0.3429 -0.7219 -0.04
N -4.9843 -0.5594 -0.9542 -0.18
C -5.3907 -1.9148 -1.2745 -0.04
C -3.6798 -0.1978 -0.7748 -0.19
C -2.7030 -1.1796 -0.4827 0.01
C -1.3726 -0.8262 -0.3708 -0.01
C -0.9170 0.4594 -0.7460 -0.22
C 0.4829 0.7713 -0.8948 0.05
C 1.5146 -0.1798 -1.0379 -0.13
C 2.9315 0.1676 -0.9822 -0.13
C 3.6028 1.3723 -0.8161 -0.01
C 5.0042 1.3330 -0.6838 -0.06
C 5.7133 0.1188 -0.7001 -0.05
C 5.0322 -1.1028 -0.8136 0.01
C 3.6560 -1.0416 -0.9547 -0.16
N 2.7315 -2.0872 -0.9961 -0.06
C 3.0503 -3.4939 -0.9287 0.01
C 1.4700 -1.5910 -1.1068 0.06
C -1.9085 1.4607 -0.9453 -0.01
C -3.2569 1.1571 -0.9208 0.01
H -5.7208 1.3416 -0.4805 0.08
H -6.7192 0.3896 -1.6112 0.10
H -6.6988 -0.0145 0.1130 0.11
H -4.5902 -2.4475 -1.8024 0.09
H -5.6680 -2.4828 -0.3727 0.10
H -6.2782 -1.8765 -1.9210 0.10
H -2.9998 -2.2201 -0.3489 0.11
H -0.6624 -1.5466 0.0231 0.11
H 0.7570 1.8169 -1.0778 0.14
H 3.0393 2.3083 -0.7860 0.12
H 5.5567 2.2662 -0.5638 0.11
H 6.8002 0.1198 -0.6170 0.11
H 5.5399 -2.0629 -0.8219 0.11
H 4.1317 -3.6044 -0.8286 0.09
H 2.5506 -3.9604 -0.0673 0.11
H 2.7114 -4.0025 -1.8409 0.11
H 0.6333 -2.2664 -1.2382 0.14
H -1.5911 2.4878 -1.1249 0.13
H -3.9983 1.9412 -1.0814 0.11
C 2.0686 1.3861 2.5567 -0.12
N 0.7710 1.1217 1.9581 -0.14
N -0.1394 2.1464 2.2749 -0.15
C -0.3178 2.1930 3.7145 -0.13
H 2.8192 0.8413 1.9802 0.07
H 2.3143 2.4597 2.5742 0.09
H 2.0450 1.0202 3.5869 0.08
H 0.8145 1.0199 0.9430 0.04
H -1.0083 1.9900 1.7650 0.10
H -1.2012 2.7891 3.9306 0.08
H -0.4358 1.1847 4.1359 0.08
H 0.5817 2.6522 4.1340 0.07

***

18
Properties=species:S:1:pos:R:3:lowdin_charge:R:1 method="wB97M-V/def2-TZVPD" e_above_lowest_kcal_mol=37.0 e_tot_ha=-418.40198 smiles="C[C@H](N)C(=O)NCO" e_homo_ha=-0.34937 spin_multiplicity=1 fmax_ev_per_a=1.8 gap_ev=10.38
O 1.4865 1.4087 0.4742 0.07
C 0.6126 0.5686 0.4750 -0.47
N 0.1571 0.0599 1.6644 0.10
C -1.0422 -0.7224 1.7285 -0.27
O -2.2441 0.0181 1.6154 -0.05
C 0.0900 0.0530 -0.8764 -0.37
C 1.2281 -0.7961 -1.4511 -0.05
N -0.2375 1.2903 -1.5584 0.05
H 0.4510 0.5651 2.4840 0.15
H -1.0866 -1.5600 1.0375 0.12
H -1.0935 -1.1207 2.7453 0.12
H -2.1653 0.9693 1.4996 0.09
H -0.7835 -0.5708 -0.7758 0.12
H 1.7935 -1.2968 -0.6638 0.08
H 0.9056 -1.5961 -2.1339 0.08
H 1.9042 -0.2258 -2.0825 0.08
H -0.6015 1.1462 -2.4936 0.08
H 0.6256 1.8092 -1.6883 0.07

***

9
Properties=species:S:1:pos:R:3:lowdin_charge:R:1 method="wB97M-V/def2-TZVPD" e_above_lowest_kcal_mol=60.6 e_tot_ha=-395.97913 smiles="O=C/N=C(/[O-])C=O" e_homo_ha=-0.17237 spin_multiplicity=1 fmax_ev_per_a=7.3 charge=-1 gap_ev=8.78
C -1.3980 -0.6129 0.5376 -0.20
C 1.7591 0.0455 -0.4047 -0.47
C -0.5816 0.6556 0.1051 -0.34
N 0.5778 0.5138 -0.3737 0.14
O -1.4619 -1.6032 -0.1396 0.02
O 2.6970 0.0802 0.3955 -0.07
O -1.4387 1.8587 -0.1158 -0.28
H -2.1399 -0.6139 1.3853 0.11
H 1.9862 -0.3238 -1.3896 0.10

***

9
Properties=species:S:1:pos:R:3:lowdin_charge:R:1 method="wB97M-V/def2-TZVPD" e_above_lowest_kcal_mol=91.0 e_tot_ha=-188.27040 e_homo_ha=-0.61588 spin_multiplicity=1 fmax_ev_per_a=3.0 charge=+1 gap_ev=9.39
C -2.3227 -0.9192 -0.7978 0.11
C 1.1447 0.6156 0.7124 -0.10
N -1.2562 -0.4996 -0.6374 0.13
N 0.8339 -0.1918 -0.3090 0.16
H -3.3342 -1.1663 -0.9651 0.09
H 0.7027 0.2790 1.6749 0.17
H 2.0317 0.0268 1.1955 0.22
H 1.3150 1.6158 0.3843 0.11
H 0.8850 0.2397 -1.2577 0.13

***

14
Properties=species:S:1:pos:R:3:lowdin_charge:R:1 method="wB97M-V/def2-TZVPD" e_above_lowest_kcal_mol=79.6 e_tot_ha=-307.58563 smiles=COC[C@H]1CO1 e_homo_ha=-0.35722 spin_multiplicity=1 fmax_ev_per_a=4.6 gap_ev=10.79
C 0.7130 2.1811 0.1530 -0.11
C 0.4125 -0.1068 -0.5987 -0.14
C -0.5477 -1.2998 -0.4398 -0.30
C -0.8380 -1.8603 0.8003 -0.08
H 1.7873 1.9917 0.5954 0.12
H 0.7881 2.3660 -0.9467 0.09
H 0.1619 2.9707 0.6049 0.07
H 1.4582 -0.3864 -0.5207 0.13
H 0.2331 0.2786 -1.5550 0.10
H -0.5472 -1.9469 -1.2452 0.12
H -0.5725 -1.2858 1.6850 0.12
H -1.3117 -2.8466 1.0323 0.13
O 0.0927 0.9416 0.3248 -0.21
O -1.8297 -0.9970 0.1105 -0.04

***

21
Properties=species:S:1:pos:R:3:lowdin_charge:R:1 method="wB97M-V/def2-TZVPD" e_tot_ha=-4763.77633 e_homo_ha="-0.26811 / -0.37356" spin_multiplicity=2 fmax_ev_per_a=4.4 gap_ev="5.14 / 7.81"
Cu -15.1542 -27.8871 -2.7445 0.19
Cu -13.9788 -27.3110 -5.6248 0.26
Cl -13.2037 -25.9240 -3.4206 -0.23
C -10.7673 -23.4387 -4.6175 0.01
N -11.1744 -22.5729 -3.4399 -0.40
O -12.3467 -22.1460 -3.4652 0.03
O -10.3226 -22.3850 -2.5409 0.03
H -11.5967 -24.0872 -4.8997 0.04
H -9.7487 -23.8247 -4.5779 0.09
H -10.7493 -22.7089 -5.4270 0.09
C -16.6456 -24.6916 -3.1440 -0.29
C -17.9738 -24.5169 -2.4815 -0.21
O -18.5388 -23.5329 -3.2739 -0.21
S -17.4750 -22.3159 -3.7091 0.81
O -17.3278 -21.2968 -2.6194 -0.27
O -17.7655 -21.7461 -5.0356 -0.25
O -16.2474 -23.4469 -3.5565 -0.20
H -16.6743 -25.3170 -4.0362 0.11
H -15.9229 -25.1313 -2.4566 0.08
H -17.8201 -24.1498 -1.4667 0.14
H -18.5625 -25.4317 -2.5495 0.14